[1]
Here is a cluster of 2 separate species, C6H11ClF3O2PS in total at a distorted geometry from the OMol25 dataset. Energies are from ωB97M-V/def2-TZVPD.

Properties
LUMO energy	-0.36	eV
relative energy (zero: lowest compared OMol25 entry of this formula, charge and spin)	0.00	kcal/mol
orbital gap	8.5	eV
E_HOMO	-8.8	eV
DFT total energy	-1884.95925	Eh

Element x y z (Å)
1 C -3.175383 1.986835 -0.832801
2 C 1.209512 0.034453 -2.240091
3 C 2.451493 -2.578055 1.557198
4 C 1.726473 -1.055681 -1.177709
5 C 0.943974 -2.474386 1.135888
6 C -2.379468 3.194466 1.428811
7 O -4.304969 1.609928 -0.705021
8 O -0.560109 1.915749 -0.202945
9 F -1.611723 3.428868 2.528472
10 F -3.645458 2.995746 1.738339
11 F -2.310425 4.322245 0.667757
12 P 0.634187 -0.809626 0.254715
13 S -1.850498 1.642889 0.459510
14 Cl -1.294582 -1.137690 -0.490956
15 H -2.636092 2.561741 -1.645248
16 H 1.023367 -0.501879 -3.153464
17 H 0.336373 0.532276 -1.797144
18 H 1.905989 0.866837 -2.333664
19 H 2.879484 -1.568171 1.800006
20 H 2.518195 -3.423723 2.362082
21 H 3.036621 -2.837782 0.668312
22 H 2.794095 -0.985904 -1.092900
23 H 1.455198 -1.996284 -1.565628
24 H 0.334471 -2.340009 1.976266
25 H 0.519275 -3.382845 0.660215

Forces on the atoms, in the same order (eV/Å):
-0.561 0.017 0.293
0.548 -0.248 1.753
-0.726 -0.676 -0.008
-1.687 1.990 -1.660
0.540 0.651 -1.042
0.952 0.937 -0.565
1.604 0.625 -0.597
-0.432 0.514 -0.140
-0.966 -0.622 -1.064
-0.195 0.065 0.730
0.060 -0.762 0.394
1.243 -1.085 1.730
0.192 0.326 0.971
0.257 -0.688 -0.402
-0.794 -0.473 0.111
-0.258 0.377 -0.520
-0.086 -0.327 -0.777
0.313 -0.302 -0.355
-0.546 -1.010 0.634
0.372 1.940 -1.321
-0.054 -0.475 0.231
0.364 0.026 0.756
0.023 -1.403 -0.588
-0.779 0.044 1.674
0.618 0.560 -0.239



[2]
Here is a cluster of 2 separate species, C6H11ClFN in total at a distorted geometry from the OMol25 dataset. Energies are from ωB97M-V/def2-TZVPD.

Properties
SMILES string	C[C@H](Cl)[C@@H]1CN1.C=CF
LUMO energy	0.76	eV
orbital gap	10.2	eV
E_HOMO	-9.4	eV
DFT total energy	-849.89469	Eh

Element x y z (Å)
1 C -0.004779 -0.421897 0.372763
2 C 1.219456 -1.272944 0.441494
3 C 2.414376 -0.479800 0.959170
4 C 3.535647 -1.096640 1.619646
5 C -3.877032 2.833568 -2.523420
6 C -5.098416 3.369601 -2.624209
7 H -0.865296 -0.817185 -0.336119
8 H 0.487957 0.532338 -0.154950
9 H -0.449711 -0.417629 1.389877
10 H 1.438786 -1.613251 -0.566114
11 H 2.622034 0.546451 0.498191
12 H 3.797199 -2.219437 1.566748
13 H 4.368826 -0.463097 1.417238
14 H 2.098423 -0.944915 3.014756
15 H -3.459815 2.345910 -1.634795
16 H -5.861790 3.139518 -1.984571
17 H -5.523024 3.993473 -3.416844
18 N 2.600742 -0.363136 2.460853
19 F -2.885536 2.868215 -3.490188
20 Cl 1.175031 -2.643852 1.465861

Forces on the atoms, in the same order (eV/Å):
-1.119 0.579 -1.846
1.423 0.895 -1.089
-1.270 1.832 0.548
1.987 -1.124 -0.591
0.098 0.240 -0.246
2.003 0.307 -2.228
1.962 0.573 1.300
-1.950 -1.402 1.662
0.307 1.146 -0.616
0.255 -0.213 -0.132
-0.580 -1.667 0.341
-0.970 1.940 0.544
1.187 -0.161 0.245
-2.306 -2.268 1.524
-0.516 -0.063 -0.424
-1.215 -0.610 2.378
0.914 -0.393 -0.292
2.345 2.084 -2.615
-1.281 0.516 0.816
-1.272 -2.212 0.720



[3]
Here is the molecule C6H11ClO at a distorted geometry from the OMol25 dataset. Energies are from ωB97M-V/def2-TZVPD.

Properties
SMILES string	CC[C@]1(C)O[C@@H]1CCl
LUMO energy	0.88	eV
relative energy (zero: lowest compared OMol25 entry of this formula, charge and spin)	26.03	kcal/mol
orbital gap	11.1	eV
E_HOMO	-10.2	eV
DFT total energy	-770.60790	Eh

Element x y z (Å)
1 C -1.903112 -1.316929 -0.536314
2 C -0.786296 -0.794851 0.382601
3 C -0.026296 0.441347 -0.073256
4 C -0.825401 1.716691 0.009659
5 C 1.416102 0.652845 -0.064129
6 C 2.348215 -0.380280 0.488748
7 H -2.696191 -0.559316 -0.534450
8 H -2.346242 -2.247010 -0.194538
9 H -1.564050 -1.428115 -1.582299
10 H -1.290564 -0.529384 1.326821
11 H -0.065836 -1.616591 0.677065
12 H -0.288237 2.570031 -0.452557
13 H -1.121225 1.992321 0.982616
14 H -1.761955 1.548514 -0.615503
15 H 1.739250 1.661361 -0.011434
16 H 1.935292 -1.383506 0.234386
17 H 2.562128 -0.333711 1.563233
18 O 0.734941 0.241620 -1.254178
19 Cl 3.939473 -0.235032 -0.346479

Forces on the atoms, in the same order (eV/Å):
0.376 1.037 -0.713
0.634 -1.045 1.506
-0.977 -0.073 0.290
-0.983 -0.050 -3.032
0.016 -1.935 0.669
0.015 -0.876 -0.404
-0.023 -0.240 -0.168
0.188 -0.095 0.142
-0.082 -0.083 0.482
0.270 -0.037 -0.085
-0.764 0.791 -0.555
-0.225 -0.545 0.242
-0.250 0.082 1.308
0.920 0.463 0.795
0.409 0.842 -0.192
0.505 0.753 0.253
-0.250 0.252 -0.315
0.273 0.850 -0.320
-0.052 -0.090 0.098



[4]
Here is the molecule C6H11ClSi at a distorted geometry from the OMol25 dataset. Energies are from ωB97M-V/def2-TZVPD.

Properties
LUMO energy	-0.78	eV
relative energy (zero: lowest compared OMol25 entry of this formula, charge and spin)	120.13	kcal/mol
orbital gap	8.2	eV
E_HOMO	-9.0	eV
DFT total energy	-984.70707	Eh

Element x y z (Å)
1 C -0.566193 1.103621 1.880136
2 C -0.845886 1.742443 3.477362
3 C -0.155152 1.403004 0.547759
4 C -0.491726 0.578748 -2.381922
5 C -0.901192 -1.682483 -0.059386
6 C 1.699727 -0.803911 -0.381832
7 Si -0.082974 -0.083264 -0.623816
8 Cl 0.624832 1.570637 4.276644
9 H -1.171400 0.210162 1.987523
10 H 0.261947 2.334339 0.498859
11 H -0.828545 1.666733 -2.275524
12 H 0.547501 0.693264 -2.837579
13 H -1.202940 0.087950 -2.983884
14 H -0.540168 -2.090445 0.892232
15 H -1.881608 -1.470154 0.023145
16 H -0.768823 -2.393526 -0.784526
17 H 2.536039 -0.084644 -0.468744
18 H 1.756690 -1.395675 0.489904
19 H 2.009871 -1.386800 -1.276351

Forces on the atoms, in the same order (eV/Å):
-0.630 1.430 -0.621
0.906 -0.862 -3.872
-2.127 -3.170 5.191
2.085 2.285 1.436
1.855 1.879 1.582
0.659 1.734 -3.020
1.635 -0.283 0.165
0.166 0.041 0.175
0.083 -0.625 0.144
1.298 2.351 -0.904
0.257 -1.439 0.007
-1.418 -0.446 0.009
-0.505 -0.836 -0.815
0.078 0.362 -0.205
-3.772 0.199 0.441
0.407 -1.792 -1.970
-0.424 0.135 0.814
0.139 -0.544 0.981
-0.694 -0.419 0.463



[5]
Here is a cluster of 2 separate species, C6H11F2NOS in total at a distorted geometry from the OMol25 dataset. Energies are from ωB97M-V/def2-TZVPD.

Properties
LUMO energy	-1.31	eV
relative energy (zero: lowest compared OMol25 entry of this formula, charge and spin)	70.78	kcal/mol
orbital gap	4.5	eV
E_HOMO	-5.8	eV
DFT total energy	-962.92489	Eh

Element x y z (Å)
1 C -1.218194 -0.770855 0.387928
2 C -1.446636 1.860492 0.569113
3 C 0.029091 -2.336885 -1.712700
4 C -0.556093 1.296702 -0.539546
5 C 0.352150 -0.911361 -1.439519
6 C 1.945269 1.117957 2.000363
7 N -0.541888 -0.192718 -0.488182
8 O -1.820966 -1.577699 0.977143
9 F 1.630427 1.883957 0.862174
10 F 0.809104 1.267205 2.782785
11 S 1.909002 -0.645737 1.508333
12 H -2.469668 1.773658 0.419611
13 H -1.210950 1.272574 1.442207
14 H -1.244129 2.808316 0.928534
15 H 0.552801 -2.655367 -2.618836
16 H 0.432445 -2.949218 -1.009526
17 H -1.051727 -2.520334 -1.728698
18 H -0.702017 1.705920 -1.585542
19 H 0.470243 1.650702 -0.265768
20 H 1.435365 -0.823358 -0.957906
21 H 0.288629 -0.219311 -2.196651
22 H 2.407742 -1.034641 2.664681

Forces on the atoms, in the same order (eV/Å):
-0.881 -3.475 1.000
0.985 -2.357 -0.402
-1.201 1.004 -1.838
0.964 2.106 -0.321
2.926 -0.151 2.955
1.747 0.542 1.455
-0.765 1.291 -0.067
1.136 2.355 -0.855
0.239 0.246 -0.380
-1.072 0.247 0.181
-0.445 -0.726 -0.946
-2.043 -0.162 -0.644
0.137 -0.367 0.664
0.803 2.140 0.011
-0.537 0.231 -0.229
1.062 -1.649 2.478
0.211 -0.052 -0.520
-0.496 -1.054 1.033
-0.880 -0.800 -0.406
-2.191 -0.119 -1.030
0.090 0.926 -2.462
0.210 -0.174 0.323



[6]
Here is a cluster of 2 separate species, C6H11F3OSi in total at a distorted geometry from the OMol25 dataset. Energies are from ωB97M-V/def2-TZVPD.

Properties
LUMO energy (alpha / beta)	-0.44 / -0.44	eV
relative energy (zero: lowest compared OMol25 entry of this formula, charge and spin)	87.57	kcal/mol
orbital gap (alpha / beta)	6.8 / 6.7	eV
E_HOMO (alpha / beta)	-7.2 / -7.2	eV
DFT total energy	-899.43722	Eh

Element x y z (Å)
1 C 1.810093 1.502165 -0.828507
2 C 1.579401 1.184633 0.671291
3 C 1.858057 0.206962 -1.552282
4 C 0.266140 0.631420 1.240609
5 C -0.773887 -2.620918 0.165886
6 C -3.495271 0.219185 0.138603
7 O 0.869558 -0.676106 -1.184161
8 F -4.162137 -0.951080 0.383449
9 F -4.295491 0.989241 -0.545029
10 F -3.443602 0.804022 1.412920
11 Si -0.224061 -0.787114 -0.010064
12 H 0.976682 2.151032 -1.143229
13 H 2.836775 2.134384 -0.863019
14 H 2.252388 0.351018 0.977732
15 H 1.792583 2.149772 1.194655
16 H 1.652985 0.378784 -2.693389
17 H 2.940864 -0.175903 -1.443626
18 H 0.358864 0.069468 2.201372
19 H -0.549815 1.444343 1.297111
20 H -1.453710 -3.039053 -0.645987
21 H 0.254941 -3.004142 0.106263
22 H -1.051349 -2.962113 1.119392

Forces on the atoms, in the same order (eV/Å):
0.621 1.622 1.708
1.055 0.263 1.404
1.945 1.122 -3.807
-2.216 -0.247 -1.249
1.147 0.936 -1.844
2.775 -1.193 1.470
-0.733 -1.681 0.504
-0.246 -0.189 -0.278
-1.071 0.855 -1.082
0.152 0.051 -0.253
-2.248 0.958 0.895
0.362 -0.121 -0.222
-2.422 -1.626 -0.293
0.600 1.093 -0.204
0.173 -1.045 0.052
0.843 -0.255 1.869
-1.852 -0.217 -0.077
0.165 0.969 -0.406
0.989 -1.626 0.058
1.073 0.807 1.036
-0.121 -0.587 -0.630
-0.994 0.113 1.349